Entry 1:
{"formula": "C5H6O", "method": "ωB97M-V/def2-TZVPD", "e_above_lowest_kcal_mol": 87.3, "homo_energy_ev": [-8.09, -8.09], "gap_ev": [7.76, 7.76], "mol_weight_da": 82.10, "smiles": "CC1=C=COC1", "e_tot_ha": -269.2072, "multiplicity": 1, "elements": ["C", "C", "C", "C", "O", "C", "H", "H", "H", "H", "H", "H"], "positions_angstrom": [[0.908, -1.233, 0.772], [0.444, 0.007, 0.114], [0.418, 1.229, 0.738], [-0.798, 1.680, 0.223], [-1.484, 0.950, -0.677], [-0.450, -0.027, -1.101], [1.007, -1.026, 1.843], [1.884, -1.447, 0.343], [0.227, -2.077, 0.590], [-1.330, 2.581, 0.538], [-0.847, -1.017, -1.371], [0.024, 0.380, -2.011]]}

***

Entry 2:
{"formula": "C2H5F2NO", "method": "ωB97M-V/def2-TZVPD", "e_above_lowest_kcal_mol": 95.9, "homo_energy_ev": [-9.84, -8.80], "gap_ev": [10.46, 8.56], "mol_weight_da": 97.06, "e_tot_ha": -408.7674, "multiplicity": 1, "elements": ["C", "C", "N", "O", "F", "F", "H", "H", "H", "H", "H"], "positions_angstrom": [[-1.181, -0.230, -0.837], [1.543, -0.011, 1.295], [0.045, 0.554, -0.976], [-2.019, 0.314, 0.066], [2.824, 0.168, 0.957], [1.256, -1.302, 1.063], [-1.527, -0.164, -1.894], [-1.010, -1.180, -0.355], [1.263, 0.551, 2.161], [0.668, 0.064, -1.595], [-1.862, 1.237, 0.114]]}

***

Entry 3:
{"formula": "C20H14I2N4O5S4SeSn", "method": "ωB97M-V/def2-TZVPD", "e_above_lowest_kcal_mol": 14.6, "homo_energy_ev": -1.71, "gap_ev": 5.34, "charge": -2, "mol_weight_da": 970.10, "e_tot_ha": -6169.9294, "multiplicity": 1, "elements": ["Sn", "O", "C", "O", "C", "C", "C", "C", "C", "O", "C", "C", "O", "O", "H", "H", "H", "H", "H", "H", "H", "H", "Se", "N", "C", "C", "C", "C", "C", "N", "C", "C", "N", "C", "C", "C", "C", "C", "N", "H", "H", "H", "H", "H", "H", "S", "S", "S", "S", "I", "I"], "positions_angstrom": [[1.194, -0.705, -0.160], [-0.851, -0.152, -3.606], [0.206, 0.040, -3.020], [0.849, -0.858, -2.339], [0.842, 1.432, -3.118], [2.357, 1.395, -2.929], [2.964, 2.765, -3.275], [2.648, 3.578, -1.993], [1.785, 2.582, -1.229], [2.475, 1.350, -1.497], [0.437, 2.380, -1.937], [-0.599, 1.808, -0.985], [-1.690, 2.325, -0.873], [-0.253, 0.751, -0.277], [0.548, 1.844, -4.082], [2.852, 0.530, -3.362], [2.489, 3.184, -4.164], [4.035, 2.695, -3.458], [2.138, 4.523, -2.183], [3.555, 3.771, -1.420], [1.714, 2.740, -0.157], [0.050, 3.329, -2.303], [-5.560, -2.059, 3.898], [-3.916, -1.476, 4.345], [-3.178, -1.526, 3.264], [-1.792, -1.149, 3.208], [-1.063, -0.810, 4.401], [0.215, -0.438, 4.309], [0.843, -0.243, 2.982], [0.217, -0.931, 1.896], [-1.085, -1.221, 2.017], [-1.768, -1.732, 0.806], [-1.033, -1.799, -0.303], [-1.569, -2.246, -1.428], [-2.892, -2.675, -1.494], [-3.665, -2.614, -0.358], [-3.103, -2.129, 0.819], [-3.856, -2.020, 2.064], [-5.104, -2.353, 2.178], [-1.566, -0.900, 5.356], [0.808, -0.194, 5.181], [1.913, -0.417, 2.983], [-0.923, -2.241, -2.293], [-3.289, -3.036, -2.432], [-4.699, -2.933, -0.351], [3.463, -0.157, 0.974], [3.828, 1.804, 1.462], [2.768, 2.105, 3.218], [0.859, 1.690, 2.633], [2.142, -3.288, -0.384], [3.262, -6.323, -0.582]]}

***

Entry 4:
{"formula": "C25H24N4O4S", "method": "ωB97M-V/def2-TZVPD", "e_above_lowest_kcal_mol": 30.9, "homo_energy_ev": -8.43, "gap_ev": 8.54, "mol_weight_da": 476.56, "smiles": "Cc1c(NS(=O)(=O)c2ccc(C(=O)NCc3ccccc3)cc2)c(=O)n(-c2ccccc2)n1C", "e_tot_ha": -1885.2542, "multiplicity": 1, "elements": ["C", "C", "C", "N", "S", "O", "O", "C", "C", "C", "C", "C", "O", "N", "C", "C", "C", "C", "C", "C", "C", "C", "C", "C", "O", "N", "C", "C", "C", "C", "C", "C", "N", "C", "H", "H", "H", "H", "H", "H", "H", "H", "H", "H", "H", "H", "H", "H", "H", "H", "H", "H", "H", "H", "H", "H", "H", "H"], "positions_angstrom": [[-3.479, -1.674, -2.240], [-2.671, -1.566, -1.001], [-3.083, -1.401, 0.285], [-4.381, -1.253, 0.787], [-5.123, 0.226, 0.412], [-5.982, 0.544, 1.508], [-5.688, 0.123, -0.900], [-3.688, 1.300, 0.336], [-2.995, 1.573, 1.500], [-1.736, 2.142, 1.419], [-1.188, 2.439, 0.174], [0.205, 2.968, 0.012], [0.494, 3.797, -0.828], [1.104, 2.420, 0.860], [2.520, 2.690, 0.755], [3.286, 1.532, 0.166], [2.783, 0.852, -0.936], [3.492, -0.193, -1.499], [4.715, -0.567, -0.969], [5.222, 0.105, 0.128], [4.509, 1.146, 0.696], [-1.937, 2.236, -0.982], [-3.185, 1.646, -0.903], [-1.911, -1.285, 1.130], [-1.838, -1.115, 2.336], [-0.836, -1.412, 0.261], [0.486, -1.664, 0.646], [1.261, -2.613, -0.015], [2.562, -2.842, 0.393], [3.095, -2.143, 1.462], [2.316, -1.217, 2.134], [1.017, -0.972, 1.731], [-1.292, -1.659, -1.034], [-0.538, -1.089, -2.130], [-3.146, -0.959, -2.989], [-3.394, -2.675, -2.662], [-4.519, -1.471, -1.999], [-4.388, -1.377, 1.792], [-3.432, 1.314, 2.451], [-1.186, 2.353, 2.323], [0.831, 1.639, 1.436], [2.615, 3.565, 0.103], [2.916, 2.942, 1.744], [1.838, 1.159, -1.361], [3.098, -0.710, -2.362], [5.271, -1.379, -1.414], [6.177, -0.181, 0.544], [4.910, 1.670, 1.551], [-1.515, 2.531, -1.931], [-3.779, 1.434, -1.778], [0.835, -3.189, -0.823], [3.157, -3.581, -0.122], [4.110, -2.328, 1.778], [2.721, -0.684, 2.980], [0.385, -0.292, 2.279], [0.522, -1.130, -1.892], [-0.724, -1.677, -3.027], [-0.818, -0.046, -2.313]]}